1.
DFT (ωB97M-V/def2-TZVPD) results for C14H31AlF5N4O2 as an isolated structure in a non-equilibrium geometry.

Geometry as ORCA input:
```
! wB97M-V def2-TZVPD RIJCOSX def2/J DEFGRID3
* xyz -1 1
N -0.5244 -3.0953 0.1145
C 0.4115 -2.0889 0.0600
C 0.2262 -0.5498 0.5896
Al -1.2272 0.5428 -0.3648
C -2.9556 -0.6349 -0.3013
C -4.1561 -0.0528 -1.2580
C -4.2742 -0.7606 -2.7319
C -4.3426 -2.3979 -2.7158
O -3.3957 -2.8954 -3.7588
C -0.8767 0.9060 -2.3532
C 0.7030 0.9721 -2.7845
N 1.5214 -0.2481 -2.4243
N 0.7154 1.0441 -4.3264
N 1.4159 2.2576 -2.3254
C -1.4501 2.2890 0.7666
F -1.6683 1.8511 2.1952
F -0.1124 2.9641 0.7694
C -2.6791 3.2422 0.2494
F -2.5557 3.6908 -1.1715
F -2.5922 4.5080 1.0682
F -4.0471 2.6885 0.5594
H -0.0526 -3.9325 -0.3124
H 1.4755 -2.3632 -0.4067
H 1.2388 0.0779 0.6195
H -0.1054 -0.6330 1.7335
H -3.3209 -0.6488 0.8318
H -2.6931 -1.7554 -0.5587
H -4.0396 1.1174 -1.4610
H -5.1720 -0.2166 -0.6791
H -5.3053 -0.3896 -3.2049
H -3.4450 -0.4553 -3.5005
H -5.4203 -2.7414 -3.0968
H -4.1874 -2.8954 -1.6677
H -2.4749 -2.7725 -3.3835
H -1.3647 1.9483 -2.6199
H -1.3894 0.1005 -3.0342
H 0.9862 -1.1409 -2.5085
H 2.0182 -0.1549 -1.5121
H 1.6550 0.6758 -4.6120
H 0.0382 0.3067 -4.6851
H 1.2755 2.9144 -3.1442
H 2.4523 2.0312 -2.3487
C 2.7749 1.1530 4.3532
C 2.6738 -0.3315 4.0408
O 3.4896 -0.7378 2.9447
C 4.8927 -0.5271 3.0858
C 5.4977 -1.2602 4.2710
H 2.5041 1.7489 3.4730
H 2.1037 1.4162 5.1774
H 3.7873 1.4407 4.6429
H 1.6399 -0.5619 3.7647
H 2.8985 -0.9365 4.9241
H 5.1101 0.5451 3.1310
H 5.3601 -0.8976 2.1658
H 5.0730 -0.9251 5.2201
H 6.5787 -1.0947 4.3094
H 5.3108 -2.3366 4.1910
*
```

The calculation puts the HOMO-LUMO gap at 7.849 eV. The value obtained for the strongest force on any atom is 5.311 eV/A. The HOMO energy comes out at -5.17 eV.

These are the Löwdin partial charges, in e, on atoms 1 to 6: number 1, N, carries 0.00; number 2, C, carries -0.27; number 3, C, carries -0.22; number 4, Al, carries 0.36; number 5, C, carries -0.25; number 6, C, carries -0.28

2.
DFT (ωB97M-V/def2-TZVPD) results for C36H40HfO3P2S as an isolated structure in a non-equilibrium geometry.

Geometry as ORCA input:
```
! wB97M-V def2-TZVPD RIJCOSX def2/J DEFGRID3
* xyz 2 1
Hf 1.5291 3.1333 -0.6868
C -0.2692 -0.5686 -2.4132
C 0.3178 0.4429 -3.0528
C -0.1867 1.7472 -3.6568
C -0.9533 2.8624 -2.7800
C -1.5384 2.4652 -1.4786
C -2.1913 1.3156 -1.2770
C -2.5791 0.4202 -2.3756
C -1.7449 -0.8309 -2.2305
C 2.2477 4.1393 0.9507
H 0.4692 -1.2620 -1.9627
H 1.4336 0.4878 -3.0225
H -0.7558 1.6109 -4.5993
H 0.7121 2.2245 -4.0637
H -0.3463 3.7978 -2.7788
H -1.8021 3.1873 -3.4200
H -1.7194 3.3248 -0.8416
H -2.5172 1.0231 -0.2455
H -2.3112 0.8512 -3.3543
H -3.6316 0.2055 -2.4456
H -1.9106 -1.3333 -1.2907
H -2.1202 -1.5352 -2.9726
H 2.5185 3.3038 1.6305
H 1.5086 4.8270 1.3367
H 3.1539 4.6587 0.6312
P 3.5031 7.0380 -2.3827
P 1.4593 7.4409 -1.2535
C 2.2755 7.3221 -3.6827
C 1.1745 7.7862 -3.0443
C 4.8772 8.1434 -2.9806
C 4.8401 8.7438 -4.2654
C 6.0253 8.8101 -4.9914
C 7.2274 8.4627 -4.3717
C 7.2676 8.3262 -2.9751
C 6.0818 8.2728 -2.2512
C 3.9068 5.3137 -2.6188
C 3.0494 4.2704 -2.1445
C 3.1844 2.9503 -2.5615
C 4.1737 2.6923 -3.5427
C 5.0184 3.7041 -3.9983
C 4.8871 5.0153 -3.5625
C 1.7595 9.2271 -0.8618
C 2.8337 9.9987 -1.3355
C 2.6893 11.3740 -1.5555
C 1.5002 12.0209 -1.1930
C 0.5033 11.2814 -0.5490
C 0.6815 9.9266 -0.2967
C -0.2356 7.0488 -0.6601
C -0.5255 6.9941 0.7205
C -1.8488 7.0702 1.1433
C -2.8848 7.1433 0.1927
C -2.5849 7.1223 -1.1707
C -1.2765 6.9676 -1.5943
H 2.4009 7.0311 -4.7195
H 0.2799 8.2926 -3.4174
H 3.8953 9.0490 -4.6936
H 6.0486 9.0784 -6.0455
H 8.1185 8.3114 -4.9681
H 8.2314 8.2208 -2.4740
H 6.0825 8.2763 -1.1600
H 2.2310 4.6784 -1.3877
H 2.5698 2.0771 -2.0736
H 4.2941 1.6907 -3.9480
H 5.8093 3.5088 -4.7100
H 5.4971 5.8154 -3.9761
H 3.7956 9.5406 -1.5714
H 3.4959 11.9589 -2.0092
H 1.3469 13.0880 -1.3978
H -0.4228 11.7672 -0.2632
H -0.0659 9.3917 0.2719
H 0.3030 6.9395 1.4388
H -2.0642 7.0969 2.2096
H -3.9203 7.2038 0.5146
H -3.3515 7.2302 -1.9332
H -1.0575 6.8618 -2.6548
C 1.4783 0.7490 2.5345
S 0.8075 0.8223 0.8575
O 0.1131 -0.3737 0.5141
O 0.0657 2.1344 0.6775
O 2.0111 1.1603 -0.0641
H 0.8356 0.1340 3.1513
H 1.5782 1.7468 2.9862
H 2.4718 0.3015 2.4873
*
```

The calculation puts the HOMO-LUMO gap (alpha / beta) at 3.988 / 3.947 eV. The value obtained for the strongest force on any atom is 5.285 eV/A. For the relative energy (zero: lowest compared OMol25 entry of this formula, charge and spin), the calculation gives 384.22 kJ/mol. The HOMO energy (alpha / beta) comes out at -11.31 / -11.28 eV.

These are the Löwdin partial charges, in e, on atoms 1 to 6: number 1, Hf, carries 1.67; number 2, C, carries -0.09; number 3, C, carries -0.12; number 4, C, carries -0.18; number 5, C, carries -0.20; number 6, C, carries -0.19

3.
DFT (ωB97M-V/def2-TZVPD) results for a 2-piece molecular cluster, C6H11N3O overall in a non-equilibrium geometry.

Geometry as ORCA input:
```
! wB97M-V def2-TZVPD RIJCOSX def2/J DEFGRID3
* xyz 0 1
N -1.9148 -1.3350 -0.2035
C -1.4548 -0.2491 0.0170
C -0.3768 0.7245 0.3594
N 0.1759 1.2970 -0.8626
C 0.9262 0.3490 -1.6891
C 1.6969 -0.6790 -0.9094
C 1.6023 -0.7977 0.4174
C 0.7119 0.0933 1.2561
N 0.1288 -0.5413 2.4267
H -0.8742 1.5291 0.9216
H 0.7671 2.0831 -0.6083
H 1.6063 0.9240 -2.3330
H 0.2315 -0.1654 -2.3756
H 2.2975 -1.3852 -1.4878
H 2.1958 -1.5429 0.9536
H 1.3091 0.9447 1.6220
H -0.1892 -1.4820 2.2072
H 0.8135 -0.6135 3.1724
O -3.4264 0.4760 -0.7624
H -2.8988 1.0989 -1.3122
H -3.3278 -0.7286 -0.8095
*
```

The calculation puts the HOMO-LUMO gap at 9.979 eV. The SMILES is N#C[C@@H]1NCC=C[C@@H]1N.O. The value obtained for the strongest force on any atom is 5.690 eV/A. For the relative energy (zero: lowest compared OMol25 entry of this formula, charge and spin), the calculation gives 393.26 kJ/mol. The HOMO energy comes out at -9.33 eV.

These are the Löwdin partial charges, in e, on atoms 1 to 6: number 1, N, carries 0.14; number 2, C, carries -0.15; number 3, C, carries -0.29; number 4, N, carries -0.02; number 5, C, carries -0.21; number 6, C, carries -0.08

4.
DFT (ωB97M-V/def2-TZVPD) results for one molecule with the formula C48H74O14.

Geometry as ORCA input:
```
! wB97M-V def2-TZVPD RIJCOSX def2/J DEFGRID3
* xyz 0 1
C -4.7947 -3.3735 -2.6599
H -5.3877 -4.2355 -2.9602
H -4.0752 -3.6998 -1.9128
C -5.6966 -2.2675 -2.1230
H -5.1001 -1.3975 -1.8451
H -6.3755 -1.9598 -2.9212
C -6.5363 -2.6953 -0.9104
C -7.6788 -1.7053 -0.6910
H -8.3529 -2.0501 0.0885
H -7.2741 -0.7394 -0.4029
H -8.2536 -1.5863 -1.6066
H -6.9532 -3.6849 -1.1204
C -5.6576 -2.8149 0.3472
C -6.3684 -3.3748 1.5906
C -6.9586 -4.7606 1.3517
H -7.7998 -4.7209 0.6655
H -6.2050 -5.4293 0.9412
H -7.3103 -5.1784 2.2926
C -5.3402 -3.4212 2.7247
C -4.7585 -2.0326 2.9628
H -3.9555 -2.0740 3.6977
H -5.5381 -1.3580 3.3204
C -4.1924 -1.4596 1.6549
O -5.1410 -1.5113 0.6212
O -3.0429 -2.2188 1.3508
C -2.3503 -1.7956 0.1839
C -1.8828 -0.3494 0.3336
C -3.0939 0.5367 0.6041
C -3.8377 0.0293 1.8324
H -4.7568 0.5950 1.9800
H -3.1994 0.1397 2.7094
H -3.7609 0.5459 -0.2654
O -2.6563 1.8820 0.8598
C -2.7830 2.7819 -0.1005
O -3.2675 2.5679 -1.1897
C -2.2452 4.1293 0.3253
C -3.3667 5.1186 0.4761
C -3.2211 6.4233 0.3073
C -4.3404 7.3974 0.4925
H -3.9965 8.2318 1.1004
H -5.1975 6.9269 0.9654
H -4.6446 7.7965 -0.4744
C -1.9150 7.0603 -0.1223
O -1.5131 8.0732 0.7726
H -1.0157 7.6466 1.4815
C -0.7734 6.0587 -0.3387
O -0.0016 5.8893 0.8374
C 0.8230 4.7650 0.5980
C 0.1039 3.8911 -0.4029
C 0.5868 2.7359 -0.8636
C -0.0432 1.8751 -1.8342
C 0.3964 0.6747 -2.2263
C 1.6520 -0.0172 -1.7967
C 2.6670 -0.0029 -2.9450
H 3.5589 -0.5420 -2.6418
H 2.2648 -0.4449 -3.8497
H 2.9379 1.0287 -3.1601
H 2.1153 0.5303 -0.9725
C 1.3582 -1.4331 -1.2327
C 0.3636 -2.2768 -2.0021
C -0.7138 -2.8218 -1.4418
C -1.1774 -2.7635 -0.0184
H -0.3725 -2.5001 0.6671
H -1.5361 -3.7563 0.2651
H -1.3587 -3.4146 -2.0811
C 0.7133 -2.5920 -3.4281
H 0.1618 -3.4630 -3.7747
H 1.7796 -2.7936 -3.5004
H 0.4762 -1.7593 -4.0884
H 0.9716 -1.2843 -0.2173
O 2.6087 -2.1254 -1.1324
C 2.6159 -3.1612 -0.1896
O 2.4485 -2.6388 1.1076
C 3.5465 -2.6395 2.0123
C 3.5275 -3.8997 2.8857
H 2.5048 -4.0995 3.1953
H 4.1385 -3.7404 3.7698
H 3.9077 -4.7651 2.3519
C 4.9394 -2.4118 1.3852
H 5.6696 -2.8840 2.0528
C 5.1028 -3.0462 -0.0174
C 3.9132 -3.9329 -0.3780
H 3.9936 -4.2288 -1.4228
H 3.9182 -4.8310 0.2363
H 5.1707 -2.2347 -0.7552
O 6.2610 -3.8550 -0.0838
C 7.4624 -3.1290 -0.1818
H 7.4712 -2.5058 -1.0837
H 8.2599 -3.8673 -0.2400
H 7.6224 -2.4870 0.6906
O 5.3106 -1.0387 1.4305
C 4.6007 -0.1617 0.5882
C 4.3683 1.1610 1.3314
H 3.8766 0.9659 2.2843
H 3.7278 1.7904 0.7106
C 5.7196 1.8341 1.5526
O 5.6939 3.0366 2.3052
C 4.7700 4.0263 1.9097
H 5.0037 4.9006 2.5149
H 4.8680 4.2881 0.8519
H 3.7385 3.7206 2.1102
C 6.4103 2.0347 0.1935
O 7.6853 2.6005 0.3670
H 7.6406 3.1624 1.1534
H 5.7920 2.6901 -0.4446
C 6.5426 0.6713 -0.5021
C 7.1256 0.8178 -1.8989
H 7.2872 -0.1596 -2.3441
H 8.0686 1.3510 -1.8319
H 6.4351 1.3761 -2.5252
H 7.1985 0.0431 0.1176
O 5.2680 0.0544 -0.6262
H 6.3478 1.1686 2.1574
H 3.6424 -0.6029 0.2965
H 3.3417 -1.7778 2.6626
H 1.7443 -3.8189 -0.3644
H -0.1816 0.1444 -2.9708
H -0.9520 2.2529 -2.2778
H 1.5462 2.4159 -0.4760
C -1.1953 4.6205 -0.7118
O -1.6499 4.5912 -2.0270
H -2.3544 3.9234 -2.1021
H 1.7919 5.0929 0.1902
H 0.9996 4.2663 1.5557
H -0.1241 6.4286 -1.1491
H -2.1070 7.5698 -1.0767
H -4.3234 4.7069 0.7665
H -1.7480 4.0018 1.2937
H -1.3671 -0.0301 -0.5726
H -1.1956 -0.2730 1.1793
H -3.0304 -1.8552 -0.6783
H -4.5322 -4.1036 2.4540
H -5.8068 -3.7876 3.6415
H -7.1649 -2.6820 1.8787
H -4.8147 -3.4871 0.1275
H -4.2429 -3.0181 -3.5276
*
```

The calculation puts the HOMO-LUMO gap at 8.951 eV. The value obtained for the strongest force on any atom is 0.987 eV/A. For the relative energy (zero: lowest compared OMol25 entry of this formula, charge and spin), the calculation gives 4.60 kJ/mol. The HOMO energy comes out at -8.46 eV.

These are the Löwdin partial charges, in e, on atoms 1 to 6: number 1, C, carries -0.09; number 2, H, carries 0.08; number 3, H, carries 0.05; number 4, C, carries -0.22; number 5, H, carries 0.11; number 6, H, carries 0.11